This record from the Open Molecules 2025 dataset describes a 2-piece molecular cluster, C13H27N3O9P2 overall at a distorted geometry. The level of theory is ωB97M-V/def2-TZVPD.

Computed properties:
DFT total energy ... -2035.462632 Ha
Net charge ... -4
Kohn-Sham gap ... 0.049 hartree
Highest occupied orbital energy ... 6.5 eV

Structure (XYZ):
```
54
Properties=species:S:1:pos:R:3:lowdin_charge:R:1
O 3.899 1.655 1.206 -0.03
O 2.464 -0.402 -2.163 0.01
O -5.916 -1.991 0.532 -0.53
O -1.905 -0.748 3.347 -0.48
O -5.463 -1.489 2.791 -0.49
O -6.002 0.297 1.190 -0.50
O -2.822 1.441 2.717 -0.47
O -0.943 0.542 1.646 -0.44
O -3.429 0.039 -0.409 -0.17
C 2.800 1.490 1.737 -0.58
C 2.293 -0.287 -0.947 -0.44
N 2.782 -1.191 -0.090 0.03
N 0.264 -3.375 -1.324 -0.04
N 1.702 1.114 1.096 0.10
C 2.642 1.707 3.223 -0.01
C 3.588 -2.353 -0.451 -0.08
C -0.525 3.466 -2.414 -0.12
C -1.026 -3.522 -0.653 -0.32
C -1.446 -2.129 -0.182 -0.23
C -2.814 -2.141 0.525 -0.22
C 2.488 2.629 -1.946 -0.08
C -0.023 2.103 -1.927 -0.21
C -3.391 -0.731 0.853 -0.48
C 1.279 2.183 -1.102 -0.29
C 1.471 0.854 -0.329 -0.17
P -5.228 -0.974 1.406 -0.01
P -2.285 0.142 2.201 0.05
H -4.096 0.731 -0.219 0.05
H 2.502 -1.059 0.874 0.14
H 0.131 -2.739 -2.109 0.05
H 0.898 -2.938 -0.656 0.02
H 0.831 1.001 1.643 0.09
H 3.592 2.000 3.659 0.06
H 1.886 2.477 3.380 0.09
H 2.274 0.784 3.671 0.09
H 2.957 -3.100 -0.936 0.06
H 4.036 -2.781 0.446 0.07
H 4.372 -2.049 -1.145 0.07
H -1.479 3.333 -2.923 0.06
H 0.188 3.906 -3.110 0.04
H -0.669 4.133 -1.563 0.07
H -0.923 -4.209 0.192 0.10
H -1.755 -3.936 -1.357 0.10
H -1.487 -1.461 -1.048 0.10
H -0.687 -1.747 0.505 0.09
H -2.734 -2.711 1.457 0.10
H -3.523 -2.665 -0.122 0.08
H 2.579 2.004 -2.833 0.06
H 3.393 2.543 -1.345 0.06
H 2.362 3.667 -2.248 0.05
H -0.820 1.686 -1.307 0.12
H 0.123 1.441 -2.781 0.11
H 1.114 2.964 -0.357 0.14
H 0.481 0.396 -0.301 0.13
```

This record from the Open Molecules 2025 dataset describes C13H27N4O2PTb as an isolated structure at a distorted geometry. The level of theory is ωB97M-V/def2-TZVPD.

Computed properties:
Expectation value of S² ... 16.439
DFT total energy ... -2046.391446 Ha
Net charge ... +2
Spin multiplicity ... 8
Energy above the lowest of the compared OMol25 structures with the same formula, charge and spin ... 55.1 kJ/mol
Kohn-Sham gap (alpha / beta) ... 0.360 / 0.241 hartree
Highest occupied orbital energy (alpha / beta) ... -15.7 / -15.7 eV

Structure (XYZ):
```
48
Properties=species:S:1:pos:R:3:lowdin_spin:R:1
C 2.776 -0.639 -1.524 0.00
C 2.597 0.830 -1.107 0.00
N 1.666 1.100 -0.141 -0.01
C 1.555 2.391 0.275 0.00
C 2.339 3.407 -0.275 0.00
C 3.303 3.123 -1.234 0.00
C 3.437 1.798 -1.671 0.00
C 0.685 2.813 1.458 0.02
P -0.832 1.676 1.558 0.11
H 4.279 1.462 -2.295 0.00
H 2.155 4.443 0.030 0.00
H 3.950 3.902 -1.634 0.00
C 0.682 -0.904 -2.736 0.02
C 1.639 -2.811 -1.594 0.00
H 0.182 3.779 1.153 0.00
H 3.460 -1.134 -0.796 0.00
H 3.267 -0.671 -2.526 0.00
C -2.154 2.769 0.843 0.00
C -1.224 1.969 3.337 0.04
H -3.178 2.472 1.099 0.00
H -1.989 3.782 1.218 0.00
H -2.041 2.725 -0.242 0.00
H -1.930 1.244 3.768 0.00
H -0.279 1.899 3.888 0.00
H -1.654 2.966 3.491 0.01
H 2.127 -3.149 -2.521 0.00
H 2.257 -3.129 -0.742 0.00
H 0.650 -3.284 -1.532 0.00
H 1.227 -1.112 -3.663 0.00
H -0.273 -1.428 -2.746 0.00
H 0.501 0.169 -2.690 0.01
Tb 0.311 -0.873 0.611 6.31
H -1.051 0.368 -0.466 0.46
O 1.723 -1.847 1.851 0.00
H 1.290 3.020 2.358 0.00
H 1.939 -1.152 2.540 0.00
N 1.460 -1.352 -1.572 -0.02
C -3.365 -3.924 1.612 0.00
N -3.555 -3.106 0.418 0.00
C -2.656 -2.226 -0.036 0.00
N -2.993 -1.487 -1.134 0.02
O -1.499 -2.119 0.512 -0.01
H -2.434 -3.646 2.122 0.00
H -3.321 -4.984 1.332 0.00
H -4.213 -3.770 2.290 0.00
H -4.423 -3.171 -0.107 0.00
H -2.433 -0.650 -1.335 0.03
H -3.960 -1.542 -1.443 0.00
```

This record from the Open Molecules 2025 dataset describes a 2-piece molecular cluster, C13H27NO7P overall at a distorted geometry. The level of theory is ωB97M-V/def2-TZVPD.

Computed properties:
DFT total energy ... -1433.881523 Ha
Net charge ... +1
Energy above the lowest of the compared OMol25 structures with the same formula, charge and spin ... 408.9 kJ/mol
Kohn-Sham gap ... 0.147 hartree
Highest occupied orbital energy ... -12.2 eV

Structure (XYZ):
```
49
Properties=species:S:1:pos:R:3:lowdin_charge:R:1
O 7.356 -1.488 -0.892 -0.01
C 6.427 -1.013 -1.743 -0.27
O 6.194 -1.528 -3.107 -0.01
C 5.438 0.206 -1.202 -0.11
C 5.460 1.524 -2.178 -0.15
C 3.962 1.938 -2.775 -0.23
O 3.366 0.790 -3.478 -0.26
P 1.800 0.362 -2.842 0.72
O 0.634 1.362 -3.217 -0.35
O 1.397 -1.204 -3.577 -0.18
O 1.764 0.088 -1.115 -0.23
H 6.363 -0.770 -3.764 0.13
H 5.676 0.475 -0.063 0.14
H 4.351 -0.250 -1.192 0.10
H 6.209 1.368 -3.074 0.12
H 5.853 2.432 -1.510 0.13
H 3.286 2.423 -1.952 0.12
H 4.177 2.781 -3.590 0.15
H 1.609 -1.898 -2.858 0.10
H 1.792 0.943 -0.594 0.09
C -3.066 -1.180 -0.412 -0.01
C -2.131 -1.129 0.830 -0.43
C -2.691 -2.045 1.954 -0.10
C -3.891 -1.457 2.687 -0.16
C -3.599 -0.046 3.179 -0.10
C -3.094 0.897 2.056 -0.44
N -1.965 0.299 1.267 0.18
O -0.806 0.369 2.062 0.16
C -4.273 1.256 1.113 -0.02
C -2.714 2.272 2.697 -0.02
C -0.798 -1.769 0.318 -0.02
H -2.970 -0.272 -1.021 0.10
H -2.823 -2.018 -1.074 0.10
H -4.118 -1.311 -0.149 0.08
H -1.904 -2.242 2.696 0.14
H -2.969 -3.022 1.539 0.15
H -4.776 -1.461 2.039 0.12
H -4.142 -2.096 3.544 0.14
H -4.506 0.367 3.641 0.15
H -2.853 -0.105 3.983 0.14
H -3.928 1.848 0.257 0.11
H -5.026 1.857 1.638 0.11
H -4.812 0.390 0.732 0.07
H -1.962 2.176 3.490 0.09
H -3.588 2.743 3.164 0.10
H -2.330 2.968 1.941 0.10
H -0.344 -1.162 -0.474 0.08
H -0.976 -2.771 -0.092 0.11
H -0.059 -1.901 1.118 0.09
```

Q: Which value of DFT total energy does entry 2 give?
A: -2046.391446 Ha

Q: The highest DFT total energy belongs to which entry?
A: C13H27NO7P

Q: Which value of DFT total energy does entry 1 give?
A: -2035.462632 Ha

Q: The lowest DFT total energy belongs to which entry?
A: C13H27N4O2PTb